No. 1
DFT (wB97M-V/def2-TZVPD) results for one molecule with the formula C19H19N3O5S.

Results
Frontier orbital gap in eV: 9.15
Net charge: 0
Energy relative to the best compared isomer or geometry (same formula, charge and spin) in kcal per mole: 2.8
Total energy in hartree: -1674.161353
Largest force on an atom in eV/A: 1.061
Highest occupied orbital energy in hartree: -0.3189
LUMO level in Eh: 0.0173

```
47
Properties=species:S:1:pos:R:3:forces:R:3
O -1.71544 1.03829 -1.21133 -0.4 0.0 -0.1
C -0.84849 0.19128 -1.26607 0.3 -0.3 -0.1
N 0.40054 0.32889 -0.76429 0.5 -0.1 0.1
C 0.96615 1.41139 -0.04077 -0.4 -0.3 -0.3
O 2.10846 1.32156 0.34127 0.5 0.0 0.1
N 0.13779 2.44261 0.15589 -0.3 0.4 -0.1
H -0.79709 2.39197 -0.23683 0.1 -0.1 0.0
C 0.56661 3.65319 0.82819 0.3 0.0 -0.3
C 0.43136 4.84125 -0.06541 -0.8 0.2 0.5
C -0.56290 5.76786 -0.19094 0.5 -0.5 0.2
C -0.16528 6.63674 -1.23580 0.5 -0.1 -0.3
C 1.03576 6.16855 -1.66915 -0.6 0.7 -0.2
O 1.40310 5.08480 -0.96985 0.4 -0.4 0.1
H 1.70340 6.50813 -2.43583 0.2 0.0 -0.1
H -0.70035 7.48607 -1.60732 0.0 0.2 -0.1
H -1.46033 5.82800 0.38986 -0.2 -0.1 0.2
H -0.03746 3.80574 1.72787 0.1 0.1 -0.1
H 1.61381 3.50379 1.10470 -0.2 0.1 0.1
H 1.03387 -0.45406 -0.87781 -0.1 0.2 0.1
C -1.10342 -1.14485 -1.94819 -0.7 0.0 -0.2
H -1.29691 -0.97204 -3.01382 0.0 0.0 0.2
O 0.00148 -2.01926 -1.77912 0.2 0.3 0.0
C -0.18944 -3.31545 -2.09381 0.3 -0.1 -0.1
O -1.19277 -3.73174 -2.59894 -0.1 0.0 0.0
C 1.02241 -4.12427 -1.69706 0.0 -0.1 0.0
H 1.73625 -3.45460 -1.21738 0.0 -0.1 -0.1
C 0.64448 -5.27994 -0.75576 -0.1 0.1 0.0
H 0.30510 -6.13353 -1.34269 0.1 0.0 0.1
H 1.54006 -5.57589 -0.20699 0.0 -0.1 -0.1
C -0.47521 -4.92124 0.23114 0.0 -0.4 -0.1
C -0.30782 -3.59378 0.87364 0.6 0.0 0.4
N -1.22496 -2.70787 0.92318 -0.8 -0.4 -0.5
C -0.83386 -1.57812 1.58372 0.8 0.4 0.6
C -1.61558 -0.44870 1.80596 0.0 -0.1 0.0
C -1.06593 0.61064 2.49608 -0.1 0.0 0.0
C 0.24581 0.56423 2.96373 0.1 0.0 0.1
C 1.04079 -0.54472 2.75183 0.0 0.1 0.1
C 0.49394 -1.61323 2.06355 -0.3 -0.1 -0.1
S 1.21924 -3.13872 1.65236 -0.4 0.1 -0.1
H 2.05863 -0.57835 3.10509 0.1 0.1 0.0
H 0.65239 1.40856 3.49869 0.1 0.1 0.0
H -1.66373 1.49087 2.67854 -0.1 0.1 0.0
H -2.62859 -0.42263 1.43813 -0.1 0.0 -0.1
H -0.51423 -5.68924 1.00913 -0.1 0.0 0.0
H -1.43880 -4.91276 -0.28169 0.1 0.0 0.1
H 1.47989 -4.53022 -2.60073 0.0 0.1 0.0
H -2.00274 -1.59918 -1.51494 0.2 0.2 0.0
```
Positions in Å, forces in eV/Å.

Charges per atom according to natural (NBO) partitioning, unit e: O -0.618; C 0.684; N -0.661; C 0.805; O -0.642; N -0.624; H 0.441; C -0.269; C 0.258; C -0.301; C -0.317; C 0.092; O -0.392; H 0.203; H 0.228; H 0.225; H 0.209; H 0.254; H 0.438; C -0.178; H 0.223; O -0.533; C 0.815; O -0.584; C -0.518; H 0.233; C -0.379; H 0.225; H 0.213; C -0.479; C 0.134; N -0.470; C 0.161; C -0.225; C -0.215; C -0.211; C -0.191; C -0.245; S 0.340; H 0.226; H 0.218; H 0.216; H 0.231; H 0.237; H 0.252; H 0.245; H 0.244

---

No. 2
DFT (wB97M-V/def2-TZVPD) results for one molecule with the formula C19H19N5O2S2.

Results
Frontier orbital gap in eV: 8.61
Net charge: 0
Energy relative to the best compared isomer or geometry (same formula, charge and spin) in kcal per mole: 0.0
Total energy in hartree: -1956.063805
Largest force on an atom in eV/A: 1.233
Highest occupied orbital energy in hartree: -0.3166
LUMO level in Eh: 0.0000

```
47
Properties=species:S:1:pos:R:3:forces:R:3
C -1.74538 -3.42121 5.64439 0.0 -0.1 -0.1
C -1.09483 -2.49128 6.32281 0.2 0.1 0.0
C -1.26619 -2.28538 7.79558 0.0 -0.1 -0.1
H -1.58527 -1.26351 7.99485 0.0 0.1 0.1
H -2.00778 -2.96882 8.19815 -0.1 0.0 0.1
H -0.32225 -2.44601 8.31580 0.1 0.0 0.1
C -0.12499 -1.52531 5.68450 -0.1 0.0 0.2
N 0.24036 -1.85737 4.33094 0.2 -0.4 -0.2
C -0.33868 -1.30104 3.24059 0.1 0.2 0.0
S -1.34084 0.00043 3.37047 -0.4 0.4 0.1
N 0.05197 -1.88016 2.06077 0.5 -0.5 0.6
C -0.29940 -1.62426 0.74295 -0.2 0.1 -0.6
C -1.41440 -0.87469 0.36275 -0.1 0.0 0.0
C -1.69926 -0.69601 -0.97728 0.1 -0.1 0.1
C -0.88301 -1.25864 -1.93860 0.0 0.0 -0.6
C 0.21449 -2.01975 -1.58254 0.0 -0.1 -0.1
C 0.50421 -2.20369 -0.24675 -0.1 0.1 0.1
H 1.35980 -2.79954 0.03871 0.1 0.0 0.0
H 0.82190 -2.45931 -2.35799 0.1 -0.1 0.0
S -1.26724 -1.01115 -3.65842 -0.2 0.4 0.0
O -0.22945 -1.57202 -4.46862 0.2 0.1 0.3
O -2.62654 -1.37220 -3.91562 -0.1 0.2 0.2
N -1.25502 0.67251 -3.78850 -0.6 -1.0 0.0
C -0.13670 1.45307 -3.92795 0.7 1.0 -0.2
N -0.29611 2.66163 -4.41309 -0.4 -0.7 0.2
C 0.80265 3.44287 -4.51172 0.6 -0.1 0.2
C 0.69263 4.74651 -5.03045 0.1 0.1 0.0
C 1.80783 5.53316 -5.13124 -0.3 0.0 0.0
C 3.06463 5.05938 -4.72161 0.2 -0.2 0.1
C 3.20192 3.79658 -4.21245 0.0 0.2 -0.1
C 2.07445 2.96347 -4.09918 -0.5 0.3 -0.2
N 2.20654 1.71075 -3.59995 0.1 -0.3 0.1
C 1.14050 0.97499 -3.51630 0.3 0.1 0.0
H 1.25391 -0.02588 -3.12915 0.0 -0.1 0.0
H 4.15682 3.40961 -3.89276 0.1 0.0 0.0
H 3.92640 5.70365 -4.81417 0.1 0.0 0.0
H 1.72802 6.53338 -5.53128 0.0 0.1 0.0
H -0.28044 5.09342 -5.34073 -0.1 0.0 0.0
H -2.10632 1.08314 -4.14307 -0.2 -0.1 0.0
H -2.56145 -0.12742 -1.28530 -0.1 0.1 0.1
H -2.04947 -0.43565 1.11257 0.0 0.0 -0.1
H 0.80300 -2.55651 2.14486 -0.2 0.1 0.0
H 0.74380 -2.72652 4.21961 -0.1 0.1 0.0
H 0.78831 -1.47087 6.28683 -0.1 0.0 0.0
H -0.57821 -0.52851 5.65951 0.2 -0.1 0.1
H -1.63342 -3.55138 4.58117 0.1 0.0 -0.2
H -2.44150 -4.08444 6.12691 -0.1 -0.1 0.2
```
Positions in Å, forces in eV/Å.

Charges per atom according to natural (NBO) partitioning, unit e: C -0.414; C 0.021; C -0.641; H 0.220; H 0.222; H 0.215; C -0.272; N -0.583; C 0.289; S -0.219; N -0.582; C 0.170; C -0.189; C -0.170; C -0.370; C -0.177; C -0.236; H 0.211; H 0.249; S 2.321; O -0.923; O -0.923; N -0.858; C 0.350; N -0.452; C 0.205; C -0.229; C -0.192; C -0.222; C -0.170; C 0.052; N -0.340; C -0.008; H 0.205; H 0.225; H 0.216; H 0.216; H 0.225; H 0.440; H 0.236; H 0.252; H 0.387; H 0.386; H 0.205; H 0.259; H 0.194; H 0.201

---

No. 3
DFT (wB97M-V/def2-TZVPD) results for one molecule with the formula C19H19N5O5S.

Results
Frontier orbital gap in eV: 6.81
Net charge: 0
Energy relative to the best compared isomer or geometry (same formula, charge and spin) in kcal per mole: 26.8
Total energy in hartree: -1783.551135
Largest force on an atom in eV/A: 1.504
Highest occupied orbital energy in hartree: -0.3003
LUMO level in Eh: -0.0498

```
49
Properties=species:S:1:pos:R:3:forces:R:3
C 0.44792 -5.02081 -5.55491 0.0 0.1 0.2
H -0.15436 -4.52785 -6.31333 0.0 0.0 -0.1
H 1.29434 -5.50758 -6.03296 0.1 -0.1 0.0
H -0.16678 -5.77725 -5.07310 -0.1 -0.1 0.0
C 0.92850 -3.99557 -4.53353 -0.1 0.0 -0.3
C 1.86418 -2.97194 -5.18480 0.0 -0.1 0.1
H 1.34236 -2.45219 -5.98491 0.0 0.1 -0.1
H 2.73192 -3.47362 -5.60716 0.1 0.0 0.0
H 2.20881 -2.23409 -4.46264 0.1 0.1 0.0
C -0.26473 -3.23883 -3.95301 0.5 -0.3 0.1
O -1.31443 -3.10801 -4.53546 -0.3 0.1 -0.2
N 0.00938 -2.70107 -2.72378 0.3 0.0 0.3
C -0.79634 -1.90831 -1.90942 -0.3 0.2 0.2
C -2.09682 -1.54217 -2.25185 -0.1 -0.1 -0.2
C -2.83188 -0.74855 -1.39574 0.1 0.2 0.3
C -2.28998 -0.29268 -0.19637 0.1 -0.3 -0.2
C -0.99876 -0.68274 0.15779 -0.2 0.0 -0.1
C -0.26349 -1.48075 -0.69084 0.0 -0.1 -0.2
H 0.73712 -1.78078 -0.41150 0.1 0.0 0.0
H -0.58258 -0.39555 1.11132 0.1 0.0 0.1
C -3.11087 0.56602 0.67936 0.1 0.4 0.3
O -4.32529 0.54182 0.76311 -0.2 -0.1 0.0
N -2.38458 1.45548 1.42151 0.3 0.1 -0.2
N -3.07422 2.26782 2.29326 -0.3 -0.4 -0.1
C -2.60231 3.14919 3.16327 -0.2 0.0 0.1
S -3.58161 4.18591 3.99190 -0.3 0.2 0.2
N -1.21590 3.24939 3.35026 0.0 -0.1 -0.3
C -0.33522 2.21250 3.48510 0.0 0.0 0.2
O -0.62276 1.04064 3.41783 0.0 0.0 0.2
C 1.06614 2.67612 3.76875 0.3 -0.2 -0.3
C 1.41492 3.19567 5.00730 0.0 -0.1 -0.2
C 2.73610 3.51086 5.28348 0.1 0.0 -0.1
C 3.72574 3.30508 4.33228 -0.1 0.0 0.1
C 3.39616 2.79107 3.09295 -0.2 -0.2 -0.3
C 2.06918 2.48537 2.81586 0.3 0.5 1.4
N 1.71869 1.99937 1.51298 -0.2 -0.2 -0.7
O 2.58566 1.50665 0.83050 0.1 -0.1 -0.1
O 0.55623 2.13420 1.16359 0.2 0.1 -0.3
H 4.14042 2.63027 2.32790 0.0 0.0 0.0
H 4.75200 3.54878 4.55719 0.1 0.0 0.0
H 2.99527 3.91414 6.25014 0.0 0.0 0.1
H 0.65293 3.33495 5.75930 -0.1 0.0 0.1
H -0.92210 4.16349 3.67088 -0.1 -0.1 0.0
H -4.08108 2.11621 2.20317 0.3 0.2 0.1
H -1.39009 1.59303 1.30688 -0.2 0.0 0.1
H -3.84077 -0.46188 -1.64985 -0.1 0.0 0.0
H -2.51793 -1.88251 -3.18253 0.0 0.0 0.0
H 0.93004 -2.88095 -2.34583 -0.2 0.0 -0.2
H 1.46085 -4.50832 -3.72435 -0.1 0.1 0.0
```
Positions in Å, forces in eV/Å.

Charges per atom according to natural (NBO) partitioning, unit e: C -0.599; H 0.227; H 0.206; H 0.216; C -0.306; C -0.597; H 0.218; H 0.214; H 0.206; C 0.692; O -0.599; N -0.628; C 0.259; C -0.266; C -0.142; C -0.178; C -0.173; C -0.262; H 0.206; H 0.230; C 0.657; O -0.623; N -0.444; N -0.380; C 0.247; S -0.213; N -0.652; C 0.690; O -0.578; C -0.122; C -0.189; C -0.162; C -0.202; C -0.187; C 0.096; N 0.527; O -0.345; O -0.407; H 0.250; H 0.230; H 0.228; H 0.235; H 0.434; H 0.457; H 0.439; H 0.235; H 0.258; H 0.396; H 0.200

---

No. 4
DFT (wB97M-V/def2-TZVPD) results for one molecule with the formula C19H19N5S2.

Results
Frontier orbital gap in eV: 8.39
Net charge: 0
Energy relative to the best compared isomer or geometry (same formula, charge and spin) in kcal per mole: 2.8
Total energy in hartree: -1805.583737
Largest force on an atom in eV/A: 1.691
Highest occupied orbital energy in hartree: -0.2837
LUMO level in Eh: 0.0247

```
45
Properties=species:S:1:pos:R:3:forces:R:3
C -2.58228 -1.94989 1.52291 0.0 0.0 -0.1
C -3.29665 -1.23261 0.41638 0.1 0.0 0.0
C -4.08713 -1.92581 -0.48537 0.0 0.0 0.0
C -4.75106 -1.25881 -1.50006 0.0 0.0 -0.1
C -4.65138 0.11466 -1.60015 0.0 -0.1 0.0
C -3.87882 0.84693 -0.70660 0.0 0.0 0.1
C -3.17730 0.15642 0.28460 -0.2 -0.1 -0.2
N -2.37155 0.85360 1.20820 -0.6 -0.3 0.5
C -1.26949 1.56944 0.90957 0.7 0.3 -0.9
N -0.54335 2.14777 1.81362 -1.2 -0.8 0.9
N 0.49055 2.81254 1.32312 1.1 0.8 -0.4
C 0.60632 2.74631 0.05013 -0.6 -0.2 -0.4
S 1.85562 3.52252 -0.87283 0.4 0.3 -0.1
C 3.27058 3.06229 0.20788 -0.4 0.0 -0.2
C 3.54657 1.61671 0.04558 0.6 -0.4 -0.2
C 4.68792 1.00853 -0.43490 -0.1 0.9 0.2
N 4.43411 -0.32761 -0.43414 -0.7 -0.2 0.2
C 5.19002 -1.39323 -0.79187 0.3 -0.8 -0.2
C 4.66168 -2.64269 -0.69002 0.4 0.3 -0.1
C 3.34314 -2.83053 -0.22492 -0.4 0.3 0.2
C 2.56466 -1.76369 0.13780 0.2 -0.6 -0.1
C 3.13165 -0.47853 0.03623 0.2 0.4 -0.1
N 2.60104 0.69359 0.32777 -0.3 -0.3 0.2
C 1.15463 -1.87700 0.61470 0.1 0.1 0.0
H 0.47431 -1.58858 -0.18728 -0.1 0.0 0.0
H 0.99862 -1.18840 1.44263 -0.1 0.0 0.1
H 0.92608 -2.89400 0.92313 0.0 -0.1 0.0
H 2.94832 -3.83278 -0.15875 -0.1 -0.1 0.0
H 5.25667 -3.49654 -0.97036 0.1 0.0 0.0
H 6.18968 -1.19264 -1.14574 0.0 0.0 0.0
H 5.62304 1.42110 -0.75293 0.2 0.0 -0.1
H 2.96340 3.30885 1.22287 0.1 0.0 0.0
H 4.11285 3.67282 -0.10987 0.0 0.1 0.1
S -0.65910 1.78736 -0.73149 0.4 0.2 1.0
H -2.44826 0.59478 2.18184 0.1 0.1 -0.1
C -3.84929 2.34069 -0.80670 0.0 0.1 -0.1
H -4.82102 2.71019 -1.12714 -0.1 0.0 0.0
H -3.11056 2.66152 -1.54128 0.0 0.1 0.0
H -3.59679 2.79424 0.14899 0.0 0.1 0.0
H -5.19078 0.63949 -2.37479 -0.1 0.1 -0.1
H -5.35647 -1.81069 -2.20317 -0.1 0.0 -0.1
H -4.17789 -2.99838 -0.39477 0.0 -0.1 0.0
H -2.61600 -3.02409 1.36201 0.0 -0.1 0.0
H -3.05520 -1.73742 2.48324 0.0 0.0 0.1
H -1.54105 -1.63845 1.58194 0.1 0.0 0.1
```
Positions in Å, forces in eV/Å.

Charges per atom according to natural (NBO) partitioning, unit e: C -0.639; C -0.033; C -0.209; C -0.203; C -0.203; C -0.037; C 0.185; N -0.632; C 0.239; N -0.336; N -0.263; C -0.142; S 0.266; C -0.530; C 0.120; C -0.126; N -0.299; C 0.008; C -0.258; C -0.207; C -0.005; C 0.318; N -0.488; C -0.638; H 0.231; H 0.240; H 0.214; H 0.214; H 0.224; H 0.213; H 0.216; H 0.261; H 0.234; S 0.319; H 0.414; C -0.643; H 0.221; H 0.230; H 0.228; H 0.210; H 0.214; H 0.209; H 0.222; H 0.215; H 0.226

---

No. 5
DFT (wB97M-V/def2-TZVPD) results for one molecule with the formula C19H19N7O.

Results
Frontier orbital gap in eV: 8.88
Net charge: 0
Energy relative to the best compared isomer or geometry (same formula, charge and spin) in kcal per mole: 122.8
Total energy in hartree: -1193.834917
Largest force on an atom in eV/A: 5.913
Highest occupied orbital energy in hartree: -0.3370
LUMO level in Eh: -0.0106

```
46
Properties=species:S:1:pos:R:3:forces:R:3
N 2.94203 -5.10656 1.14950 -0.1 4.7 -1.1
C 2.87719 -3.92985 0.96949 0.2 -5.7 1.4
N 2.03754 3.12767 -4.08046 -2.8 0.4 -1.7
N 2.32827 -2.01452 2.19017 0.1 1.3 1.6
N 2.08782 0.12260 1.10650 0.3 -1.5 2.0
N -3.44816 -0.57069 2.50124 0.7 -1.6 -0.4
O 1.56105 -0.07869 3.30558 1.1 -1.7 0.7
C 2.39690 2.08191 -3.41677 -0.6 -1.0 0.7
C 0.27328 1.69085 -3.77936 0.0 0.1 0.5
C 1.37072 1.16080 -3.13868 -0.6 -0.9 -0.2
C 2.12484 -0.69411 2.22064 -2.8 1.9 -1.7
C -4.32449 -1.55946 2.84139 1.0 0.5 -1.0
C 2.63361 -2.52515 0.99717 0.0 -0.3 1.1
C 2.27762 -0.52424 -0.01946 0.4 3.6 -0.5
C -2.34242 -0.96867 1.80032 -0.3 -0.4 0.7
C 2.62153 -1.80758 -0.12996 0.6 -2.3 -2.4
C -4.25854 -2.86945 2.36258 -1.3 -0.1 0.8
C -2.16636 -2.32016 1.37817 -0.4 1.5 0.2
C -3.20153 -3.21368 1.55166 -0.1 0.5 0.4
N 0.67749 2.84082 -4.38318 0.3 0.6 0.4
N 2.25771 0.26874 -1.13450 -0.7 3.0 1.1
C -0.28675 3.81486 -4.91840 -0.5 0.2 0.2
C 1.51195 -0.11385 -2.30203 0.4 -0.3 -2.5
C 0.73838 1.10740 3.19701 0.3 -0.2 -2.2
C -1.44564 1.54879 1.77160 1.0 -1.1 0.0
C -0.71771 0.78410 2.86650 -0.9 0.3 0.7
C -1.20932 0.02275 1.58576 -1.5 1.6 2.1
H 3.35949 1.95000 -3.05642 1.8 0.1 0.4
H -0.78676 1.40336 -3.69670 0.7 0.2 -0.4
H -5.12940 -1.24403 3.46590 -0.5 0.2 0.4
H 2.85829 -2.17100 -1.13235 -0.1 -0.3 0.6
H -5.03768 -3.64908 2.64240 1.0 1.3 -0.5
H -1.22923 -2.61851 0.95371 0.2 0.0 -0.5
H -3.27213 -4.16136 1.08948 0.6 -1.0 -0.3
H 1.99576 1.27801 -0.80041 0.6 -2.5 -1.0
H -1.21548 3.78573 -4.27913 1.0 0.1 -0.8
H -0.56336 3.71140 -5.98105 0.1 -0.9 0.4
H 0.10960 4.82002 -4.94038 0.4 0.2 0.7
H 0.51629 -0.53180 -2.07206 0.3 0.1 0.0
H 2.06789 -0.90769 -2.96608 -0.8 1.3 1.4
H 1.23131 1.76816 2.47964 -0.4 -0.1 -0.2
H 0.76221 1.64088 4.11805 0.2 -0.2 1.0
H -2.42779 1.98274 1.75205 -0.4 -0.3 0.8
H -0.76040 2.19861 1.26246 0.3 0.0 -0.7
H -1.26082 0.68209 3.85375 0.2 -0.6 -1.6
H -0.53481 -0.21212 0.81467 1.0 -0.5 -0.5
```
Positions in Å, forces in eV/Å.

Charges per atom according to natural (NBO) partitioning, unit e: N -0.252; C 0.253; N -0.238; N -0.463; N -0.538; N -0.442; O -0.494; C -0.038; C -0.018; C -0.171; C 0.716; C 0.040; C 0.125; C 0.421; C 0.228; C -0.325; C -0.270; C -0.253; C -0.166; N -0.198; N -0.599; C -0.415; C -0.226; C -0.064; C -0.399; C -0.239; C -0.255; H 0.209; H 0.224; H 0.193; H 0.241; H 0.225; H 0.217; H 0.217; H 0.403; H 0.208; H 0.210; H 0.232; H 0.192; H 0.203; H 0.200; H 0.203; H 0.238; H 0.205; H 0.239; H 0.221

---

Question: The highest highest occupied orbital energy belongs to which entry?
Answer: C19H19N5S2